Entry 1:
C2HN3O4 | wB97M-V/def2-TZVPD

Calculated values
ΔE to the lowest compared entry with this formula, charge and spin ... 0.1972 eV
Maximum force ... 5.78 eV/Å
SMILES ... O=C([O-])/N=N/NC(=O)[O-]
Highest occupied orbital energy ... -0.628 eV

Structure (ORCA input):
```
! wB97M-V def2-TZVPD RIJCOSX def2/J DEFGRID3
* xyz -2 1
C -2.58940 -0.21488 -0.07541
C 2.32461 0.55903 0.11410
N 1.00424 -0.16923 0.02961
N -0.31733 -0.34014 -0.30804
N -1.33206 0.47821 -0.24699
O -2.75287 -0.57683 1.09805
O 3.25248 -0.27049 0.33201
O -3.37268 -0.16869 -1.04426
O 2.38963 1.78201 -0.06366
H 1.39338 -1.07900 0.16457
*
```

Entry 2:
C21H14F5NO4S | wB97M-V/def2-TZVPD

Calculated values
ΔE to the lowest compared entry with this formula, charge and spin ... 0.0000 eV
Maximum force ... 2.04 eV/Å
Highest occupied orbital energy ... -6.778 eV

Structure (ORCA input):
```
! wB97M-V def2-TZVPD RIJCOSX def2/J DEFGRID3
* xyz 0 1
F -4.61189 1.28613 -2.83050
C -4.46497 0.72660 -1.60787
F -4.26031 1.72675 -0.70739
F -5.59234 0.07203 -1.27569
S -3.01496 -0.45925 -1.70252
C -2.62629 -0.83122 -0.05116
C -1.98368 -2.02612 0.34596
C -2.07290 -2.43832 1.72572
C -1.42391 -3.55455 2.21235
C -0.62227 -4.33046 1.34564
N 0.17638 -5.39638 1.85003
O 0.87095 -6.03737 1.02459
O 0.17373 -5.64772 3.07663
C -0.57918 -4.02186 -0.03606
C -1.24370 -2.90843 -0.53221
O -3.55534 -1.60746 -2.40191
O -1.99862 0.38025 -2.30838
H -3.12563 -0.21379 0.69116
H -2.70227 -1.83039 2.37570
H -1.48611 -3.86597 3.25112
H -0.00530 -4.67118 -0.69487
H -1.19918 -2.70805 -1.60534
F -3.51916 5.33360 -2.92033
C -2.54891 4.58148 -2.31316
C -1.66524 3.84629 -3.10240
C -0.85604 2.91747 -2.47678
C -0.81558 2.77639 -1.05301
C -0.06691 1.70998 -0.50214
C 0.52923 1.59105 0.78160
C 1.76314 0.87710 0.90389
C 2.35066 0.62241 2.13508
C 1.69891 1.08301 3.28165
F 2.26137 0.83274 4.50753
C 0.55198 1.86596 3.22287
C -0.04471 2.08346 1.98756
C -1.56912 3.72818 -0.30740
C -2.47696 4.58172 -0.92418
H -1.67886 3.95044 -4.18513
H -0.23355 2.25208 -3.07112
H 0.21984 0.92418 -1.21856
H 2.23915 0.52013 -0.00900
H 3.27113 0.05364 2.22446
H 0.10225 2.25291 4.13623
H -1.00649 2.58224 1.95975
H -1.48933 3.75302 0.77198
H -3.14831 5.20577 -0.34174
*
```

Entry 3:
C32H37BFNO2S | wB97M-V/def2-TZVPD

Calculated values
ΔE to the lowest compared entry with this formula, charge and spin ... 7.1097 eV
Maximum force ... 4.70 eV/Å
Highest occupied orbital energy ... -4.590 eV

Structure (ORCA input):
```
! wB97M-V def2-TZVPD RIJCOSX def2/J DEFGRID3
* xyz 0 1
C 3.75553 4.05127 2.86770
C 2.41706 3.65817 2.39912
C 1.96246 3.64548 1.06646
C 0.70745 3.08828 0.92864
C 0.24107 2.28587 2.11102
B 2.79457 -2.01882 2.39090
C -1.29676 2.26296 2.29770
C -1.91537 2.40270 3.53282
C -3.26280 2.09678 3.70182
C -4.08402 1.81946 2.57813
N -5.40554 1.51028 2.72815
C -6.27102 1.28564 1.58867
C -6.02794 1.45999 4.03568
C -3.48642 1.89373 1.29602
C -2.11556 2.10855 1.17308
O 3.41912 -2.35654 1.23647
C 4.81994 -2.14162 1.53133
C 5.60035 -3.21546 0.80410
C 5.22027 -0.77234 0.97792
C 4.88244 -2.19216 3.11444
C 5.14788 -3.59690 3.65734
C 5.83507 -1.23609 3.80148
O 3.54388 -1.80395 3.50713
S 1.14249 3.27182 3.45486
H 4.35482 4.39349 2.01624
H 3.69252 4.84520 3.62336
H 4.25579 3.18802 3.33170
H 2.56158 4.05763 0.25440
H 0.11354 3.09925 0.02087
H -1.36061 2.73013 4.41139
H -3.67967 2.06592 4.71121
H -6.38107 2.19101 0.97208
H -5.88985 0.47742 0.94859
H -7.25660 1.00382 1.97152
H -5.51303 0.74732 4.69638
H -6.02992 2.44521 4.52800
H -7.06456 1.13676 3.89872
H -4.08631 1.75126 0.39513
H -1.68750 2.15507 0.17207
H 6.67057 -3.11049 1.01782
H 5.28646 -4.22416 1.09767
H 5.46491 -3.11097 -0.27932
H 6.30401 -0.62294 1.07357
H 4.96920 -0.71055 -0.09048
H 4.71763 0.05677 1.49936
H 6.18300 -3.89437 3.44377
H 5.00334 -3.60853 4.74629
H 4.47776 -4.35178 3.22496
H 6.87944 -1.49866 3.59338
H 5.67661 -0.19986 3.48920
H 5.68416 -1.29211 4.88695
F -0.31642 -0.92153 -3.01601
C 0.04878 -0.66271 -1.71941
C -0.91041 -0.82625 -0.72688
C -0.57779 -0.39900 0.56268
C 0.64418 0.22511 0.81700
C 0.87300 0.98502 2.14119
C 0.51354 0.08810 3.33205
C 0.12789 0.63254 4.55053
C -0.53144 -0.16632 5.48867
C -0.77451 -1.51116 5.19338
C -0.17735 -2.07930 4.05274
C 0.61909 -1.29473 3.22998
C 1.63373 0.21445 -0.16939
C 1.33367 -0.19996 -1.46940
H -1.89033 -1.23962 -0.95165
H -1.30297 -0.51253 1.36873
H 1.95942 1.13183 2.22056
H 0.37153 1.68160 4.77326
H -0.85045 0.26511 6.43991
H -1.37579 -2.13456 5.85602
H -0.29441 -3.14263 3.83432
H 1.47487 -1.84144 2.46704
H 2.63722 0.58826 0.05492
H 2.06931 -0.13084 -2.26973
*
```

Entry 4:
C8H24ClO4S2 | wB97M-V/def2-TZVPD

Calculated values
ΔE to the lowest compared entry with this formula, charge and spin ... 2.9254 eV
Maximum force ... 7.81 eV/Å
Highest occupied orbital energy ... -4.279 eV

Structure (ORCA input):
```
! wB97M-V def2-TZVPD RIJCOSX def2/J DEFGRID3
* xyz -1 1
Cl 0.98100 47.44500 38.66700
C 0.63900 51.87900 40.93900
C -0.09700 51.08900 39.88800
O -0.32000 49.81900 40.40100
H -0.03100 51.82700 41.94500
H 0.50300 52.91500 40.37600
H 1.57500 51.63700 41.31300
H 0.45400 51.00900 39.05900
H -0.78500 51.71700 39.56800
H -0.26000 49.24600 39.62800
C 4.34600 50.24200 36.07700
C 3.19700 49.63800 36.85100
O 3.51300 48.86500 37.87800
H 4.99500 50.72700 36.71400
H 4.03900 50.80000 35.15200
H 4.76600 49.43000 35.44200
H 2.45900 49.20600 36.42200
H 2.59400 50.52200 37.30100
H 2.63100 48.33300 38.26300
C -2.92100 47.10700 38.96400
S -1.43700 46.21600 38.92600
O -1.69000 44.81400 39.53800
C -1.26000 45.97400 37.25900
H -3.65700 46.63500 38.42000
H -2.74400 48.06200 38.56100
H -3.29300 47.22300 39.98800
H -2.08100 45.47700 36.86900
H -0.25200 45.44000 37.04200
H -1.17800 46.93900 36.68800
C 1.32700 43.86200 38.30800
S 0.51200 42.39800 38.89800
O -0.25000 42.93000 40.16700
C -0.68000 42.23400 37.70500
H 0.56100 44.72100 38.02900
H 2.00700 43.67500 37.47500
H 1.92300 44.46400 39.05300
H -1.30300 43.17000 37.60500
H -1.14200 41.41500 37.74100
H -0.22000 42.15400 36.84100
*
```